(1)
3 unconnected molecules or ions with the total composition C34H60N7O5S2 at a distorted geometry. Source: the OMol25 dataset; level of theory: ωB97M-V/def2-TZVPD.

Geometry as XYZ:
```
108
Properties=species:S:1:pos:R:3:forces:R:3
C 2.3584 -3.4595 0.3369 -0.4 0.5 0.3
N 3.3747 -2.4214 0.5466 -0.4 -0.1 0.4
C 4.4505 -2.7337 1.4936 -0.2 -0.6 -0.1
C 5.4056 -3.7707 0.8791 -0.1 0.2 0.3
C 6.8601 -3.6275 1.3722 -0.8 0.3 -0.8
C 7.7974 -3.8643 0.2107 0.3 0.8 1.2
O 7.6247 -4.6978 -0.5964 -0.2 -1.4 -1.3
O 8.8996 -3.0569 0.1827 0.0 0.1 -0.4
C 3.3318 -1.2789 -0.0910 0.6 0.8 -0.1
N 4.2979 -0.3296 0.0106 0.4 -0.9 -0.7
C 4.3090 0.4907 -1.2166 -0.4 1.1 0.1
C 4.2856 1.9744 -0.7861 0.2 0.2 0.1
C 4.9936 2.2824 0.5334 -0.4 0.4 -0.2
C 5.2761 3.7818 0.6533 0.3 -0.6 -0.1
S 6.7362 4.2805 -0.3028 0.1 0.2 0.0
C 5.5094 0.2146 -2.1111 0.0 -0.3 0.5
C 6.1994 -0.9892 -2.0235 0.2 0.3 -0.2
C 7.2744 -1.1972 -2.8722 0.0 0.0 0.1
C 7.6139 -0.2000 -3.7692 -0.1 -0.3 0.3
C 6.8418 0.9493 -3.7886 0.1 0.1 -0.2
N 5.8059 1.1710 -2.9806 0.3 -0.3 -0.1
C 2.9400 0.0740 -1.9092 1.2 -0.5 0.4
S 3.0772 -0.7532 -3.5303 -0.2 0.4 -0.6
N 2.3849 -0.8796 -0.9539 -0.8 0.3 0.1
C 0.9397 -0.9938 -0.6348 0.2 -0.8 -0.6
C 0.0371 0.0036 -1.3300 -0.1 0.6 0.9
C -1.3274 -0.0215 -0.5964 0.0 -0.7 -0.2
N -2.4434 -0.4998 -1.4038 0.1 0.6 0.1
C -3.5814 0.4124 -1.5733 -0.2 -0.3 -0.1
C -4.8811 -0.1536 -1.0601 -0.4 -0.1 -0.2
C -4.9822 -0.8098 0.1651 -0.3 -0.1 0.1
C -6.1927 -1.2994 0.6392 -0.3 0.1 -0.3
C -7.3510 -1.1618 -0.1315 0.8 0.3 -0.2
C -7.2587 -0.5324 -1.3661 0.0 -0.2 0.3
C -6.0434 -0.0218 -1.8237 -0.4 -0.2 0.2
O -6.0027 0.6048 -3.0540 0.3 0.1 0.3
H 2.1874 -3.6362 -0.7177 0.2 -0.2 -0.2
H 1.4198 -3.1418 0.7816 -0.1 -0.1 0.1
H 2.6598 -4.3523 0.8619 0.2 -0.3 -0.1
H 4.9621 -1.8308 1.8014 0.0 0.2 0.0
H 3.9697 -3.1382 2.3799 0.0 0.1 0.2
H 5.3460 -3.6741 -0.2004 0.2 0.0 -0.2
H 5.0315 -4.7644 1.0947 0.0 -0.2 0.0
H 7.0487 -4.3602 2.1460 0.3 0.1 0.3
H 7.0271 -2.6150 1.7279 0.1 0.0 0.5
H 8.5991 -2.1433 0.0924 0.3 0.1 0.3
H 5.2122 -0.6166 0.3236 0.0 0.0 0.1
H 3.2583 2.3243 -0.6830 -0.2 -0.1 0.0
H 4.7531 2.5891 -1.5489 -0.1 -0.2 -0.3
H 4.3242 2.0268 1.3514 0.1 -0.3 0.3
H 5.9453 1.7659 0.6284 0.1 -0.3 0.1
H 4.3964 4.3564 0.3871 0.0 0.3 0.0
H 5.5358 3.9879 1.6845 0.0 0.3 0.2
H 6.1550 4.6176 -1.4604 -0.1 -0.1 0.0
H 5.9073 -1.7676 -1.3377 -0.1 -0.1 0.1
H 7.8296 -2.1225 -2.8216 0.1 -0.1 -0.1
H 8.4544 -0.3364 -4.4260 0.1 0.1 -0.2
H 7.0804 1.7258 -4.4998 -0.1 0.2 0.0
H 2.4069 1.0040 -2.0369 -0.6 -0.2 -0.1
H 2.8788 -2.0066 -3.1109 0.0 0.0 0.2
H 0.6025 -1.9911 -0.9158 -0.1 -0.1 0.0
H 0.8257 -0.9406 0.4437 0.1 0.3 0.2
H -0.0822 -0.1916 -2.3887 0.1 -0.1 -0.2
H 0.4443 1.0033 -1.2027 0.1 0.2 -0.2
H -1.2101 -0.7043 0.2481 0.0 0.0 0.2
H -1.5277 0.9506 -0.1566 -0.2 0.2 -0.1
H -2.1213 -0.7925 -2.3113 0.0 -0.1 -0.1
H -3.7154 0.6271 -2.6273 0.0 0.1 -0.2
H -3.4098 1.3749 -1.0897 0.2 0.1 0.1
H -4.1008 -0.9480 0.7749 0.2 0.1 0.0
H -6.2592 -1.7936 1.5960 0.1 0.0 0.1
H -8.2955 -1.5372 0.2231 -0.2 -0.1 0.0
H -8.1463 -0.4360 -1.9738 0.0 0.1 -0.2
H -6.7588 1.2008 -3.1119 -0.2 -0.1 -0.2
C -7.3026 3.1372 -0.8650 0.1 0.1 -0.1
C -7.8929 3.8889 -2.0526 -0.1 0.0 0.2
C -8.3053 5.3341 -1.7411 0.0 0.1 -0.2
O -9.5137 5.4554 -1.0213 0.1 0.0 0.1
C -9.4048 5.3122 0.3833 -0.2 0.0 -0.1
N -8.9925 3.0896 -2.6029 0.1 0.1 -0.2
H -8.0605 2.8369 -0.1422 -0.1 0.1 0.0
H -6.8354 2.2241 -1.2257 0.1 0.0 0.2
H -6.5525 3.7378 -0.3464 0.0 0.0 0.0
H -7.1156 3.9456 -2.8225 0.0 0.1 0.0
H -8.4804 5.8484 -2.6899 -0.1 0.0 0.0
H -7.4977 5.8733 -1.2285 0.0 -0.1 0.1
H -8.4625 5.7244 0.7559 0.0 0.0 0.0
H -9.4927 4.2666 0.6881 0.1 0.0 0.1
H -10.2290 5.8641 0.8331 0.0 0.0 0.0
H -9.3259 3.5204 -3.4608 0.0 -0.1 0.0
H -9.7799 3.1625 -1.9642 0.0 -0.1 0.0
C -1.7605 -1.1084 5.4405 0.0 0.0 0.1
C -1.9463 -1.7724 4.0803 0.3 0.1 0.1
C -0.9122 -2.8673 3.7714 -0.2 -0.1 -0.1
O 0.3716 -2.3849 3.3892 0.1 0.0 0.0
C 1.2253 -2.0378 4.4663 0.0 0.1 -0.1
N -1.9657 -0.7403 3.0413 0.1 -0.2 -0.2
H -0.9219 -0.4117 5.4440 0.0 0.0 0.0
H -2.6509 -0.5390 5.7024 0.0 0.0 0.0
H -1.5935 -1.8503 6.2234 0.0 0.0 0.0
H -2.9248 -2.2600 4.0861 0.0 -0.1 -0.1
H -1.2704 -3.4377 2.9104 0.0 0.0 0.0
H -0.8185 -3.5717 4.6064 0.0 0.1 0.1
H 1.0780 -2.6987 5.3236 0.0 0.0 0.0
H 1.0784 -1.0009 4.7759 0.0 0.0 0.1
H 2.2550 -2.1427 4.1197 0.0 0.0 0.0
H -2.1854 -1.1843 2.1529 -0.2 0.1 0.0
H -1.0095 -0.4139 2.9249 0.0 0.1 0.1
```
Positions in Å, forces in eV/Å.

Properties
HOMO energy (eV): -10.1
Net charge: +1



(2)
A molecular structure, C34H61AsN4O4RuSi4Te at a distorted geometry. Source: the OMol25 dataset; level of theory: ωB97M-V/def2-TZVPD.

Geometry as XYZ:
```
110
Properties=species:S:1:pos:R:3:forces:R:3
Ru 1.7603 0.6009 -0.3612 0.3 -1.3 0.8
C 5.8862 0.8178 -3.0389 -0.1 -0.1 0.0
C 4.7826 1.2120 -2.0897 0.6 0.3 -0.2
O 3.8341 0.4779 -1.8291 -0.5 -0.3 0.5
N 4.9481 2.4165 -1.5228 0.1 0.4 0.1
C 4.1197 2.8910 -0.4291 -0.2 -0.4 0.1
C 2.8746 3.5926 -0.9065 0.1 0.2 0.1
C 2.7907 4.9772 -0.9023 -0.1 0.0 -0.1
C 1.6598 5.5968 -1.4105 0.0 -0.3 -0.1
C 0.6610 4.8042 -1.9576 0.2 0.1 0.1
C 0.8156 3.4333 -1.9046 -0.2 -0.1 -0.2
N 1.8755 2.8286 -1.3634 0.0 -0.4 0.3
H 5.7230 -0.1846 -3.4299 0.0 0.1 0.1
H 6.8386 0.8524 -2.5091 0.0 -0.1 0.0
H 5.9440 1.5188 -3.8694 0.0 0.0 -0.1
H 5.7385 2.9840 -1.7903 -0.1 -0.2 -0.1
H 4.7145 3.5564 0.1936 0.0 0.0 0.0
H 3.8393 2.0137 0.1693 0.2 0.4 0.0
H 3.6041 5.5573 -0.5002 0.1 0.1 0.1
H 1.5774 6.6713 -1.4053 0.0 0.1 0.0
H -0.2224 5.2320 -2.4087 0.0 0.0 0.0
H 0.0562 2.7827 -2.3271 0.0 0.0 0.2
C -2.8260 3.6656 0.6850 -0.3 -0.7 0.0
Si -3.8047 2.0328 0.8938 0.1 0.1 0.0
C -3.2990 1.2519 2.5635 -0.2 0.2 -0.7
C -5.6851 2.3525 0.7902 0.7 -0.2 0.1
Si -3.1949 0.4746 -0.9014 -1.1 0.4 0.9
Te -0.6607 0.2745 -0.8075 -1.0 -0.6 -0.9
Si -4.0332 -1.7943 -0.4488 0.1 -0.3 -0.1
C -3.3062 -2.5588 1.1382 -0.1 0.4 -0.7
C -5.9295 -1.6989 -0.2496 0.8 0.2 -0.2
C -3.5478 -2.8070 -2.0026 -0.1 0.4 0.7
Si -3.9190 1.3354 -3.0580 0.0 0.3 -0.7
C -3.1120 0.4031 -4.5235 -0.2 0.3 0.7
C -5.8172 1.1510 -3.1946 0.7 -0.1 0.3
C -3.4923 3.2022 -3.1991 -0.1 -0.8 0.2
H -2.9864 4.3442 1.5184 -0.1 0.0 0.2
H -3.1063 4.1910 -0.2214 -0.1 0.1 -0.2
H -1.7596 3.4573 0.6307 0.2 -0.1 0.0
H -3.3590 1.9573 3.3884 -0.1 0.2 0.0
H -2.2722 0.9001 2.5019 0.2 -0.1 0.0
H -3.9248 0.4018 2.8120 -0.1 -0.2 0.0
H -6.0424 2.9542 1.6200 0.0 0.1 0.2
H -6.2400 1.4214 0.7998 -0.1 -0.3 0.0
H -5.9419 2.8769 -0.1233 0.0 0.1 -0.3
H -3.7815 -2.1442 2.0219 -0.1 0.2 0.1
H -2.2454 -2.3480 1.2081 0.1 0.0 0.0
H -3.4340 -3.6376 1.1761 -0.2 -0.2 -0.2
H -6.1931 -1.1403 0.6403 0.0 0.2 0.3
H -6.3581 -2.6899 -0.1481 0.0 -0.3 0.0
H -6.4046 -1.2184 -1.0945 -0.1 0.1 -0.3
H -2.5263 -2.5813 -2.2970 0.2 0.1 0.0
H -4.1941 -2.5690 -2.8404 -0.2 0.1 -0.2
H -3.6167 -3.8768 -1.8297 0.0 -0.2 0.1
H -3.4351 -0.6326 -4.5453 -0.1 -0.2 0.0
H -2.0287 0.4100 -4.4435 0.2 0.0 0.0
H -3.3776 0.8472 -5.4789 -0.1 0.2 -0.1
H -6.1099 0.1074 -3.2062 0.0 -0.3 0.0
H -6.1923 1.6032 -4.1082 0.1 0.1 -0.2
H -6.3228 1.6274 -2.3623 -0.1 0.1 0.2
H -2.4506 3.3855 -2.9537 0.2 0.0 0.1
H -4.1027 3.7908 -2.5220 -0.1 0.1 0.2
H -3.6670 3.5776 -4.2038 -0.1 -0.1 -0.2
C 2.7182 -2.4921 -2.6571 -0.1 0.5 -0.2
As 2.0713 -1.8394 -0.9384 -0.1 -0.1 0.6
C 3.5540 -2.3554 0.2107 0.1 0.0 0.1
C 0.6728 -3.2314 -0.6050 -0.2 0.5 0.1
C 1.1310 -4.6424 -0.7592 0.2 -0.2 -0.1
C 1.8103 -5.2776 0.2789 -0.1 0.1 0.0
C 2.2081 -6.5977 0.1686 0.1 -0.1 0.1
C 1.9230 -7.3175 -0.9795 0.0 -0.1 0.0
C 1.2316 -6.7052 -2.0112 0.0 -0.1 -0.1
C 0.8489 -5.3785 -1.9079 0.0 0.1 0.1
H 2.9753 -3.5482 -2.5617 -0.1 0.1 0.2
H 3.5946 -1.9240 -2.9611 0.0 0.0 0.1
H 1.9470 -2.3818 -3.4222 0.0 0.0 0.1
H 3.8848 -3.3734 0.0027 -0.1 0.0 -0.1
H 3.2589 -2.2784 1.2589 -0.1 0.0 -0.1
H 4.3801 -1.6612 0.0324 -0.1 -0.1 0.0
H -0.1513 -3.0197 -1.3000 0.2 0.1 0.2
H 0.2978 -3.0703 0.4087 0.1 0.2 -0.2
H 1.9943 -4.7355 1.1977 0.1 0.0 0.1
H 2.7344 -7.0722 0.9847 0.0 0.0 0.1
H 2.2280 -8.3516 -1.0656 0.0 0.0 0.0
H 0.9848 -7.2671 -2.9005 0.0 0.0 -0.1
H 0.2948 -4.9183 -2.7160 0.0 0.1 -0.1
C 0.7271 2.8974 4.0027 0.1 0.0 0.0
C 1.9298 2.1886 4.6106 -0.2 0.0 -0.1
C 2.0733 0.7407 4.1014 0.4 0.4 0.4
C 3.3834 0.1480 4.6755 0.0 -0.2 -0.2
C 3.7288 -1.2218 4.1126 0.0 0.2 0.1
C 0.9351 -0.0896 4.6719 0.0 0.1 -0.1
O 0.6580 -0.0988 5.8434 0.0 0.0 0.2
N 0.2342 -0.8605 3.7775 -0.3 -0.3 0.0
C 0.3786 -0.8415 2.4015 -0.6 -0.2 0.0
O -0.3980 -1.4784 1.7022 0.0 -0.1 0.2
N 1.3461 -0.0814 1.8787 0.9 0.6 -2.2
C 2.1166 0.7518 2.5906 -0.1 0.1 -0.3
O 2.8255 1.5315 1.9462 0.5 0.1 0.5
H 0.6614 3.9107 4.3906 -0.1 0.1 0.0
H -0.1941 2.3720 4.2499 -0.2 0.0 0.0
H 0.8185 2.9504 2.9169 -0.1 0.1 0.0
H 1.8238 2.1490 5.6948 0.1 0.0 0.0
H 2.8435 2.7316 4.3648 0.0 -0.1 0.0
H 3.2580 0.0811 5.7568 0.0 0.1 0.0
H 4.1975 0.8430 4.4648 -0.1 0.1 0.0
H 2.9095 -1.9248 4.2521 0.0 -0.1 0.0
H 4.6063 -1.6193 4.6160 0.1 -0.1 0.0
H 3.9527 -1.1455 3.0503 0.0 -0.1 -0.1
H -0.5308 -1.4245 4.1381 0.2 0.2 -0.1
```
Positions in Å, forces in eV/Å.

Properties
Energy relative to the best compared isomer or geometry (same formula, charge and spin) (kcal/mol): 48.9
HOMO energy (spin up / spin down) (eV): -9.9 / -9.6
Net charge: +1
Spin multiplicity: 2
Expectation value of S²: 1.124



(3)
A molecular structure, C34H61N6O3SSi4V. Source: the OMol25 dataset; level of theory: ωB97M-V/def2-TZVPD.

Geometry as XYZ:
```
110
Properties=species:S:1:pos:R:3:forces:R:3
V 0.3825 0.1338 -0.0081 -0.1 0.3 0.4
N -1.1795 0.0334 3.7225 0.0 0.0 0.0
C -2.5049 0.2460 4.2873 0.0 0.0 0.0
C -3.3531 1.0771 3.3319 0.0 0.0 0.0
C -3.8675 0.3250 2.1014 0.0 0.0 0.0
C -2.8086 -0.3396 1.2233 0.1 0.0 0.0
N -1.7503 0.5738 0.7918 0.2 0.0 -0.1
H -0.6053 -0.5920 4.2700 0.0 0.0 0.0
H -0.6781 0.9070 3.6003 0.0 0.0 0.1
H -2.4909 0.7328 5.2729 0.0 0.0 0.0
H -2.9767 -0.7323 4.4294 0.0 0.0 0.0
H -2.7713 1.9545 3.0247 0.0 0.0 0.0
H -4.2175 1.4716 3.8737 0.0 0.0 0.0
H -4.4346 1.0313 1.4837 0.0 0.0 0.0
H -4.5818 -0.4433 2.4185 0.0 0.0 0.0
H -3.2899 -0.7512 0.3394 0.0 0.0 0.0
H -2.3257 -1.1644 1.7396 0.0 0.0 0.1
H -1.3794 1.0550 1.6091 -0.1 -0.1 0.0
H -2.1484 1.3094 0.2132 0.0 0.0 0.0
O -0.0915 2.6725 2.2078 -0.1 0.1 -0.1
S -0.1589 3.4221 0.9678 0.0 0.0 -0.1
O -1.3511 4.2213 0.7843 0.0 0.0 0.0
N 0.1338 2.4157 -0.2310 -0.1 0.2 0.0
C -0.1524 2.8231 -1.5340 0.0 0.0 0.0
C -0.3241 4.1166 -1.9999 0.0 -0.1 0.0
C -0.5598 4.3848 -3.3610 0.0 0.0 0.0
C -0.6110 3.3903 -4.2945 0.0 0.0 0.0
C -0.4297 2.0539 -3.8738 0.0 0.0 0.0
C -0.4041 0.9690 -4.7803 0.0 0.0 0.0
C -0.1839 -0.2940 -4.3222 0.0 0.0 0.1
C -0.0242 -0.4899 -2.9367 0.0 0.0 -0.1
N -0.0661 0.4898 -2.0646 -0.1 -0.1 -0.2
C -0.2306 1.7717 -2.5061 0.0 0.0 0.0
C 1.1968 4.5772 1.0210 0.0 0.1 0.0
C 1.1439 5.5976 1.9616 0.0 0.0 0.0
C 2.1867 6.5057 2.0420 0.0 0.0 0.0
C 3.2743 6.3961 1.1818 0.0 0.0 0.0
C 3.3183 5.3744 0.2450 0.0 0.0 0.0
C 2.2774 4.4587 0.1625 0.0 0.0 0.0
H -0.2907 4.9529 -1.3200 0.0 0.0 0.1
H -0.6908 5.4178 -3.6607 0.0 0.0 0.0
H -0.7739 3.6026 -5.3439 0.0 0.0 0.0
H -0.5449 1.1680 -5.8368 0.0 0.0 0.0
H -0.1328 -1.1498 -4.9813 0.0 0.0 0.0
H 0.1482 -1.4791 -2.5316 0.0 0.0 0.0
H 0.2915 5.6743 2.6250 0.0 0.0 0.0
H 2.1534 7.2996 2.7774 0.0 0.0 0.0
H 4.0892 7.1064 1.2467 0.0 0.0 0.0
H 4.1667 5.2779 -0.4203 0.0 0.0 0.0
H 2.3146 3.6400 -0.5462 0.0 0.0 0.0
C 2.9473 1.8812 2.0889 0.0 0.0 0.0
C 2.1290 0.8634 2.8625 -0.1 0.0 0.0
C 2.9834 0.1077 3.8669 0.0 0.0 0.0
O 1.4670 -0.0713 1.9846 0.1 0.0 0.1
H 3.8677 1.4411 1.7012 0.0 0.0 0.0
H 3.2007 2.7253 2.7359 0.0 0.0 0.0
H 2.3789 2.2524 1.2402 0.1 -0.1 0.1
H 1.3225 1.3840 3.3771 0.1 0.0 0.0
H 3.7542 -0.4678 3.3464 0.0 0.0 0.0
H 2.3841 -0.5812 4.4618 0.0 0.0 0.0
H 3.4803 0.8091 4.5414 0.0 0.0 0.0
C 2.5692 -2.8898 -2.5398 0.1 -0.1 0.0
Si 1.9605 -3.7267 -0.9516 0.0 0.0 0.0
C 1.6840 -5.5191 -1.5306 0.1 0.0 0.0
C 3.4245 -3.8636 0.2561 0.0 0.0 0.0
Si 0.1229 -2.5978 -0.0112 0.0 -0.1 0.0
Si -1.5503 -3.7434 -1.2200 0.0 0.0 0.0
C -1.8236 -5.5769 -0.8102 -0.1 0.0 0.0
C -3.2901 -3.0087 -1.0370 0.0 -0.1 -0.1
C -1.2999 -3.7403 -3.1082 -0.1 0.0 0.0
Si -0.0440 -3.8284 1.9876 0.0 0.0 -0.1
C -1.8079 -3.8498 2.6905 0.0 0.0 0.0
C 0.5139 -5.6396 1.9309 0.0 0.0 0.1
C 1.0068 -3.1094 3.3874 0.0 -0.1 0.0
H 3.5102 -3.3630 -2.8435 0.0 0.0 0.0
H 2.7515 -1.8205 -2.4266 0.0 0.0 0.1
H 1.8526 -3.0417 -3.3552 0.0 0.0 0.0
H 2.6341 -5.8640 -1.9573 0.0 0.0 0.0
H 0.9213 -5.6091 -2.3076 0.0 0.0 0.0
H 1.4212 -6.1951 -0.7149 0.0 0.0 0.0
H 4.3190 -3.4330 -0.2005 0.0 0.0 0.0
H 3.6280 -4.9141 0.4881 0.0 0.0 0.0
H 3.2511 -3.3251 1.1889 0.0 0.0 0.0
H -2.1887 -5.7132 0.2107 0.0 0.0 0.0
H -0.9336 -6.1929 -0.9371 0.0 0.0 0.0
H -2.5962 -5.9514 -1.4922 0.0 0.0 0.0
H -3.6276 -2.9840 0.0013 0.0 0.0 0.0
H -3.9904 -3.6300 -1.6072 0.0 0.0 0.0
H -3.3392 -1.9926 -1.4365 0.0 0.0 0.0
H -0.2969 -4.0463 -3.4152 0.0 0.0 0.0
H -1.5094 -2.7600 -3.5443 0.0 0.0 0.0
H -2.0148 -4.4469 -3.5446 0.0 0.0 0.0
H -2.5583 -4.1865 1.9713 0.0 0.0 0.0
H -2.0900 -2.8519 3.0362 0.0 0.0 0.0
H -1.8409 -4.5234 3.5546 0.0 0.0 0.0
H -0.0500 -6.2638 1.2391 0.0 0.0 0.0
H 0.3969 -6.0572 2.9386 0.0 0.0 0.0
H 1.5733 -5.7045 1.6681 0.0 0.0 0.0
H 0.9786 -2.0213 3.3782 0.0 0.0 0.0
H 2.0515 -3.4207 3.2957 0.0 0.0 0.0
H 0.6320 -3.4767 4.3501 0.0 0.0 0.0
N 3.3334 -0.6076 0.0922 0.0 0.0 0.0
C 4.5439 -0.3946 -0.4309 0.0 0.0 0.0
C 4.4618 0.4895 -1.5102 0.0 0.0 0.0
C 3.1038 0.7890 -1.5806 0.1 -0.1 0.1
N 2.4497 0.1219 -0.6178 -0.1 0.1 -0.1
H 2.1909 -0.5539 1.5159 0.1 -0.1 0.0
H 5.4106 -0.8885 -0.0152 0.0 0.0 0.0
H 5.2566 0.8501 -2.1431 0.0 0.0 0.0
H 2.5712 1.4341 -2.2653 0.0 0.0 0.0
```
Positions in Å, forces in eV/Å.

Properties
Energy relative to the best compared isomer or geometry (same formula, charge and spin) (kcal/mol): 6.4
HOMO energy (spin up / spin down) (eV): -4.2 / -4.3
Net charge: -1
Spin multiplicity: 4
Expectation value of S²: 3.763



no.,total energy (eV)
1,-78562.8385
2,-152621.6407
3,-119371.8333